{"formula": "C7H14N2O", "method": "the ωB97M-V functional and the def2-TZVPD basis", "relative_energy_kcal_mol": 48.1, "homo_ev": -6.78, "fmax_ev_per_a": 1.7, "smiles": "CC(C)=C(C)C(O)=C(N)N", "energy_ha": -459.8022, "charge": 0, "elements": ["O", "N", "N", "C", "C", "C", "C", "C", "C", "C", "H", "H", "H", "H", "H", "H", "H", "H", "H", "H", "H", "H", "H", "H"], "positions_angstrom": [[-1.17985, -2.07808, 0.91286], [1.52005, 0.37349, 1.50380], [1.41813, -1.94088, 1.77626], [0.81286, -0.19320, -1.81519], [-0.12486, 0.65087, -0.99095], [-0.99672, 0.10159, -0.09036], [-0.09340, 2.12150, -1.28886], [0.81423, -0.79583, 1.27878], [-2.48025, 0.32091, -0.18575], [-0.45259, -0.90694, 0.77854], [0.63356, -0.00310, -2.88087], [2.00661, -1.73223, 2.57591], [-2.73937, 1.36329, -0.39167], [-0.67204, -2.58680, 1.57568], [0.63737, -1.26469, -1.66695], [2.06558, -2.27003, 1.05808], [2.10716, 0.36886, 2.32565], [-0.68135, 2.69909, -0.56837], [0.94488, 2.47034, -1.19724], [-3.00917, 0.00469, 0.71714], [1.85932, 0.03197, -1.60010], [-2.87026, -0.28367, -1.01761], [-0.43859, 2.35407, -2.29813], [0.91869, 1.19478, 1.48935]]}

=====

{"formula": "C7H14N2OS", "method": "the ωB97M-V functional and the def2-TZVPD basis", "relative_energy_kcal_mol": 52.4, "homo_ev": -8.14, "fmax_ev_per_a": 4.3, "energy_ha": -857.8836, "charge": 0, "elements": ["S", "O", "N", "N", "C", "C", "C", "C", "C", "C", "C", "H", "H", "H", "H", "H", "H", "H", "H", "H", "H", "H", "H", "H", "H"], "positions_angstrom": [[-1.51764, 0.47185, -0.54154], [1.42957, -2.09456, 0.33633], [-0.43539, -0.81356, 0.40308], [2.41486, 0.70908, 0.35264], [-1.84014, 1.66579, 0.90522], [-1.16057, -1.88604, 0.88631], [2.51229, -0.52087, -1.70914], [1.57202, 0.13270, -0.70143], [2.11114, 1.79214, 0.87551], [0.88400, -1.05042, 0.01285], [-2.99647, -0.17726, -0.87532], [-1.29978, -2.70086, 0.20745], [-0.98603, 1.71621, 1.60382], [1.49514, 2.54023, 0.41484], [3.63834, -0.51743, -1.32896], [2.90590, 2.30275, 1.43525], [-2.15238, -1.43727, 1.28685], [2.54590, 0.15679, -2.57288], [2.14531, -1.60338, -2.02441], [-2.02954, 2.71018, 0.51873], [-3.80844, -0.12401, -0.15055], [-0.58303, -2.49993, 1.72336], [0.83017, 0.76234, -1.09555], [-3.02838, -0.97199, -1.58447], [-2.64689, 1.43753, 1.62201]]}

=====

{"formula": "C7H14N2S", "method": "the ωB97M-V functional and the def2-TZVPD basis", "multiplicity": 3, "s2": 2.01, "relative_energy_kcal_mol": 0.0, "homo_ev": [-6.24, -9.39], "fmax_ev_per_a": 5.0, "energy_ha": -782.6014, "charge": 0, "elements": ["S", "N", "N", "C", "C", "C", "C", "C", "C", "C", "H", "H", "H", "H", "H", "H", "H", "H", "H", "H", "H", "H", "H", "H"], "positions_angstrom": [[-1.56190, 0.26292, 0.58464], [-2.04520, 0.34355, -0.89781], [0.30193, -2.69384, 1.12739], [2.33966, -1.05744, -1.15980], [1.53221, 0.17240, -0.62247], [-2.44639, -0.97267, -1.59273], [-1.64229, 2.03388, 0.81071], [0.48099, -1.58939, 0.86140], [0.76157, -0.24240, 0.56114], [1.05348, 0.53986, 1.89146], [1.37744, 1.50085, 1.55326], [-0.63585, 2.42560, 0.88110], [0.88688, 0.51002, -1.41037], [2.25953, 0.92361, -0.29718], [1.63534, -1.56328, -1.78517], [1.75711, 0.02318, 2.49898], [-2.12114, 2.43581, 1.76030], [-3.42489, -1.21989, -0.98380], [-1.57821, -1.53103, -1.54266], [0.25710, 0.75260, 2.53274], [3.29562, -0.87306, -1.74387], [-2.87821, -0.87484, -2.60990], [-2.19513, 2.48375, -0.07494], [2.59033, -1.79019, -0.34242]]}

=====

{"formula": "C7H14N2SSi", "method": "the ωB97M-V functional and the def2-TZVPD basis", "relative_energy_kcal_mol": 76.5, "homo_ev": [-8.58, -8.59], "fmax_ev_per_a": 5.0, "energy_ha": -1072.1305, "charge": 0, "elements": ["S", "Si", "N", "N", "C", "C", "C", "C", "C", "C", "C", "H", "H", "H", "H", "H", "H", "H", "H", "H", "H", "H", "H", "H", "H"], "positions_angstrom": [[-4.79346, -0.84739, -0.88974], [0.58718, -0.04489, -0.07549], [-0.27701, 1.37117, -0.70242], [-3.13183, 0.08888, 0.91396], [-4.36289, -0.27054, 0.76527], [-3.11546, -0.50257, -1.32958], [0.38932, -1.58855, -1.25776], [2.56182, 0.18072, -0.24389], [-2.46963, -0.06966, -0.21504], [0.13367, -0.49075, 1.74540], [-0.56436, 2.62850, -0.26239], [-0.37739, 0.37745, 2.19292], [0.20428, -1.18323, -2.33285], [1.11464, -2.40366, -1.19964], [2.76185, 0.43975, -1.31710], [-1.07548, 2.55355, 0.66244], [3.15819, -0.77008, -0.12866], [3.20417, 0.94244, 0.39422], [1.06834, -0.63039, 2.22268], [-1.29154, 3.10677, -0.93343], [-5.10573, -0.14868, 1.49235], [-0.54807, -1.36986, 1.93695], [-2.58596, -0.94761, -2.13189], [0.33752, 3.18945, -0.39809], [-0.55256, -2.04973, -0.83862]]}